This record from the OMol25 dataset describes C25H21Cl5CuN4OS as an isolated structure. The level of theory is ωB97M-V/def2-TZVPD.

Computed properties:
E   -152362.3969 eV
Lowest unoccupied orbital energy (spin up / spin down)   0.25 / -1.11 eV
Spin multiplicity   2
<S²>   0.75
Kohn-Sham gap (spin up / spin down)   8.751 / 7.316 eV
M   666.3 g/mol

XYZ file:
```
58
Properties=species:S:1:pos:R:3:forces:R:3
Cu -0.649469 -1.246428 0.359881 0.2 -0.2 -0.3
C 4.697300 1.509119 -0.380659 0.0 0.0 0.0
C 3.891596 2.030117 0.803283 0.0 -0.1 0.0
N 3.069384 1.003608 1.466969 0.1 0.0 0.0
C 3.587455 0.445735 2.719932 0.0 0.0 -0.2
C 4.516848 -0.744325 2.514239 0.0 0.0 0.0
C 1.912822 0.589872 0.907827 -0.1 0.2 0.0
S 1.045584 -0.660242 1.732770 0.3 0.0 0.0
N 1.597423 1.238489 -0.224638 0.1 0.0 0.0
C 0.479506 1.122732 -0.929621 0.0 0.0 0.0
O -0.507353 0.365887 -0.740413 -0.1 0.1 0.1
C 0.371707 2.035484 -2.117659 0.0 0.0 0.0
C 1.330764 3.011733 -2.370031 0.0 0.0 0.0
C 1.205375 3.847323 -3.469837 0.0 0.0 0.0
C 0.122915 3.709754 -4.329995 0.0 0.0 0.0
C -0.835826 2.734241 -4.085030 0.0 0.0 0.0
C -0.711536 1.901402 -2.982166 0.0 0.0 0.0
H 5.259286 2.330510 -0.832203 0.0 0.0 0.0
H 4.030756 1.090243 -1.134035 0.0 0.0 0.0
H 5.408607 0.739706 -0.074714 0.0 0.0 0.0
H 3.241273 2.838150 0.479284 -0.1 0.0 0.0
H 4.561982 2.424934 1.565543 0.0 0.0 0.0
H 2.750199 0.154915 3.345166 -0.1 0.0 0.0
H 4.108960 1.251452 3.234638 0.0 0.1 0.0
H 3.988133 -1.545916 1.996789 0.0 0.0 0.0
H 4.858875 -1.123451 3.480118 0.0 0.0 -0.1
H 5.395317 -0.467948 1.928062 0.0 0.0 0.0
H 2.171690 3.105558 -1.695110 0.0 0.0 0.0
H 1.954271 4.607201 -3.658430 0.0 0.0 0.0
H 0.027536 4.360941 -5.191416 0.0 0.0 0.0
H -1.678459 2.618886 -4.756266 0.0 0.0 0.0
H -1.448101 1.132928 -2.785057 0.0 0.0 0.0
Cl 2.104825 -3.601105 0.433826 -0.1 0.1 0.0
C 0.563904 -4.049167 -0.234767 0.0 -0.1 0.0
C -0.496818 -3.147543 -0.238892 0.0 0.1 0.1
C -1.652269 -3.591180 -0.868560 0.0 -0.1 -0.1
Cl -2.970953 -2.452552 -1.037241 0.0 0.0 -0.1
C -1.808362 -4.863866 -1.413892 -0.1 0.0 0.0
Cl -3.286711 -5.349455 -2.158661 0.1 0.1 0.0
C -0.740128 -5.751020 -1.348881 0.1 0.0 0.0
Cl -0.892565 -7.339703 -1.992724 0.0 0.0 0.0
C 0.457310 -5.336902 -0.768106 0.0 0.0 0.0
Cl 1.787690 -6.431884 -0.712604 0.0 0.0 0.0
N -3.964626 -1.096784 3.046782 0.0 0.0 0.0
C -2.761544 -1.504543 2.574406 0.0 0.0 0.0
N -2.350668 -0.797079 1.561381 -0.3 0.2 -0.1
C -3.356368 0.148178 1.328988 0.1 -0.1 0.1
C -3.454635 1.151954 0.364777 0.0 0.0 0.0
C -4.588194 1.941150 0.381877 0.0 0.0 0.0
C -5.608590 1.748814 1.328580 0.0 0.0 0.0
C -5.524526 0.759333 2.286431 0.0 0.0 0.0
C -4.380452 -0.032867 2.261266 0.1 -0.1 0.1
H -4.462920 -1.508052 3.814065 0.0 0.0 0.0
H -2.215576 -2.331690 3.006125 -0.1 0.0 0.0
H -2.664950 1.294340 -0.361309 0.0 0.0 0.0
H -4.695650 2.729254 -0.351583 0.0 0.0 0.0
H -6.480249 2.391093 1.305761 0.0 0.0 0.0
H -6.311798 0.608668 3.015731 0.1 0.0 0.0
```
Positions in Å, forces in eV/Å.



This record from the OMol25 dataset describes C25H21Cl5N4O5S2SiSr as an isolated structure. The level of theory is ωB97M-V/def2-TZVPD.

Computed properties:
E   -135441.4035 eV
Lowest unoccupied orbital energy (spin up / spin down)   4.05 / 4.05 eV
Kohn-Sham gap (spin up / spin down)   5.771 / 5.770 eV
M   814.6 g/mol
Net charge   -2

XYZ file:
```
64
Properties=species:S:1:pos:R:3:forces:R:3
Sr -0.017542 0.739932 0.669919 0.3 1.4 -0.3
O 0.070873 0.965248 7.058401 0.3 0.1 -0.2
C 0.102528 1.171978 5.661745 0.2 -0.5 1.4
C 0.519863 2.406632 5.244012 -0.1 0.0 -0.7
C 0.375809 2.750955 3.795084 0.8 -0.8 1.4
N -1.067370 2.788227 3.257932 0.1 -0.3 0.2
C -0.443673 1.694491 3.294144 -0.7 -0.1 -1.3
C -0.353382 -0.139012 5.114102 -0.1 1.1 -0.3
C -1.434818 -0.898753 2.770184 -2.6 -3.2 0.5
O -1.802918 -1.480927 1.559215 0.2 0.1 -0.2
O -2.754353 -1.164334 2.684628 -0.1 0.4 -0.5
C 1.545998 2.846481 2.835108 0.2 0.6 -0.3
O 2.670830 3.031602 3.300591 -0.2 0.1 -0.2
O 1.224147 2.592757 1.619545 0.0 0.4 0.0
H 0.569380 1.692005 7.446985 -0.1 0.1 0.0
H 1.015575 3.070401 5.944354 -0.2 0.1 0.1
H 0.242207 -1.680448 3.545468 -1.8 0.2 -0.2
C -1.461585 -0.595520 -5.262851 0.0 0.0 0.0
Si 0.383587 -0.830338 -5.014342 0.0 0.1 0.1
C 0.912578 -2.185251 -6.221467 0.0 0.0 0.0
C 1.336013 0.716161 -5.471002 0.0 0.0 0.0
C 0.795655 -1.432618 -3.288425 0.1 -0.1 0.0
C 1.433055 -2.650366 -3.102172 0.0 0.0 0.0
C 1.741451 -3.125240 -1.829650 0.0 0.0 0.0
C 1.375568 -2.339666 -0.757755 0.1 0.1 0.0
N 0.766591 -1.162099 -0.897581 -0.1 -0.1 0.0
C 0.479388 -0.676343 -2.125565 0.1 -0.3 -0.2
S -0.270265 0.884770 -2.223261 -0.2 -0.1 -0.1
H -1.679914 -0.321512 -6.299177 0.0 0.0 0.0
H -1.838916 0.184646 -4.602775 0.0 0.0 0.0
H -1.991949 -1.523561 -5.033115 0.0 0.0 0.0
H 0.679747 -1.877688 -7.244707 0.0 0.0 0.0
H 0.386606 -3.123507 -6.027739 0.0 0.0 0.0
H 1.986286 -2.380410 -6.170087 0.0 0.0 0.0
H 1.039574 1.087740 -6.456000 0.0 0.0 0.0
H 2.408289 0.505960 -5.488593 0.0 0.0 0.0
H 1.156120 1.498390 -4.733793 0.0 0.0 0.0
H 1.706474 -3.252504 -3.962574 0.0 0.0 0.0
H 2.258131 -4.061996 -1.675056 0.0 0.0 0.0
H 1.593799 -2.639267 0.263943 0.0 0.0 0.0
C -4.202538 1.352596 -1.350739 -0.1 0.1 0.0
N -4.089957 1.765838 0.031745 0.1 -0.1 -0.1
C -4.683943 1.126041 1.113148 -0.1 0.0 0.0
C -4.170424 1.672375 2.229728 0.0 0.1 -0.1
N -3.284288 2.657580 1.837360 -0.4 -0.4 -0.6
C -3.193681 2.692124 0.480386 -0.2 0.0 0.2
S -2.171372 3.654693 -0.432233 0.1 0.0 -0.1
H -5.245417 1.133075 -1.580584 0.0 0.0 0.0
H -3.583497 0.476212 -1.547690 0.0 0.0 0.0
H -3.842042 2.166055 -1.975986 0.0 0.0 0.0
H -5.399841 0.335388 0.979918 0.0 0.0 0.0
H -4.338792 1.438453 3.265066 0.0 0.0 0.0
H -2.484626 2.970277 2.406495 0.1 0.4 0.4
Cl 3.210955 0.887502 0.123043 0.0 0.0 0.0
C 3.381438 -0.428213 1.205839 0.3 -0.6 -0.4
C 2.519736 -0.783939 2.277078 -1.9 0.2 1.8
C 1.409240 -0.067072 2.822436 0.9 1.2 -0.8
Cl 0.042475 -0.148261 3.537265 4.2 0.0 0.6
C 3.018879 -2.004712 2.827853 0.6 -0.4 -0.4
Cl 2.309005 -2.888399 4.123992 0.2 0.1 0.0
C 4.121632 -2.395322 2.099590 -0.2 0.1 0.1
Cl 5.066466 -3.818117 2.333668 0.0 0.0 0.0
C 4.345399 -1.412226 1.094302 -0.1 0.2 0.0
Cl 5.605744 -1.468985 -0.079328 0.0 0.0 0.0
```
Positions in Å, forces in eV/Å.



This record from the OMol25 dataset describes C25H21Cl6N5O8STi as an isolated structure. The level of theory is ωB97M-V/def2-TZVPD.

Computed properties:
E   -159186.1355 eV
Lowest unoccupied orbital energy   -2.11 eV
Kohn-Sham gap   5.973 eV
M   812.1 g/mol

XYZ file:
```
67
Properties=species:S:1:pos:R:3:forces:R:3
Ti -0.351306 -0.927786 -1.067746 -0.3 0.0 -0.4
Cl -3.698681 -5.875914 3.317533 0.0 0.0 0.0
C -3.059649 -4.814431 2.131390 0.0 0.0 0.0
C -1.897961 -4.090661 2.399365 0.0 0.0 0.0
Cl -1.102234 -4.235525 3.910505 0.0 0.0 0.0
C -1.388206 -3.240021 1.430463 0.0 0.0 0.0
Cl 0.020599 -2.290518 1.697292 0.0 0.0 0.0
C -2.016431 -3.094920 0.197751 -0.1 0.0 0.0
O -1.510365 -2.284783 -0.731682 0.2 0.0 0.1
C -3.181577 -3.810825 -0.061522 0.0 0.0 0.0
Cl -3.951133 -3.588790 -1.581932 0.0 0.0 0.0
C -3.701213 -4.670491 0.900475 0.0 0.0 0.0
Cl -5.134335 -5.551398 0.568054 0.0 0.0 0.0
O 5.891172 -2.851131 -3.100772 0.0 0.0 0.0
C 5.457087 -3.297541 -2.028393 0.0 0.1 0.0
O 5.916059 -4.041485 -1.157562 0.0 0.0 0.0
C 4.043103 -2.798086 -1.758570 0.0 0.0 0.0
C 2.926096 -3.559045 -2.120352 0.0 0.0 0.0
C 1.660312 -3.069594 -1.916521 0.0 0.0 0.0
N 1.457735 -1.866829 -1.348241 0.1 0.0 0.0
C 2.531345 -1.123295 -0.997113 0.0 -0.1 0.2
C 3.817805 -1.540693 -1.175671 0.0 0.1 -0.1
C 2.129089 0.176990 -0.375536 0.0 0.0 0.0
O 2.839708 1.116849 -0.175319 0.0 0.0 0.1
O 0.810963 0.170853 -0.086931 0.0 0.0 0.0
H 3.060950 -4.535321 -2.564976 0.0 0.0 0.0
H 0.772081 -3.619465 -2.200253 0.0 0.0 0.0
H 4.639272 -0.901048 -0.883226 0.0 0.0 0.0
C -1.286351 4.316641 -4.771245 0.0 0.0 0.0
C -2.302791 3.474295 -4.056327 0.0 0.0 0.0
C -3.320551 4.037564 -3.304592 0.0 0.0 0.0
C -4.253755 3.240416 -2.654809 0.0 0.0 0.0
Cl -5.489274 3.987641 -1.690535 0.0 0.0 0.0
C -4.209876 1.866862 -2.776210 0.0 0.0 0.0
C -3.197921 1.282904 -3.532192 0.0 0.0 0.0
C -2.242709 2.080132 -4.145029 0.0 0.0 0.0
O -1.189219 1.590575 -4.873214 0.0 0.0 0.0
C -0.946388 0.213289 -4.810130 0.0 0.0 0.0
C -0.646402 -0.261329 -3.410918 0.0 0.0 0.0
O -0.664119 -1.481272 -3.118130 0.0 0.0 0.1
O -0.392981 0.558027 -2.468180 0.0 0.0 -0.1
H -1.449767 5.373803 -4.568109 0.0 0.0 0.0
H -1.341618 4.158508 -5.849080 0.0 0.0 0.0
H -0.272293 4.049700 -4.470226 0.0 0.0 0.0
H -3.395655 5.114898 -3.226749 0.0 0.0 0.0
H -4.964283 1.254344 -2.300625 0.0 0.0 0.0
H -3.183020 0.205132 -3.635970 0.0 0.0 0.0
H -0.070934 0.011835 -5.428557 0.0 0.0 0.0
H -1.772547 -0.385504 -5.203140 0.0 0.0 0.0
S -1.288033 2.857511 2.318046 0.0 0.0 0.0
C -0.751445 3.643490 0.952120 -0.1 0.0 -0.1
N -0.094564 3.071781 -0.095570 0.1 0.0 0.0
C 0.385223 4.090926 -1.026998 0.0 0.0 0.0
C -0.528049 5.277277 -0.692516 0.0 0.0 0.0
N -0.937539 4.944415 0.664835 0.1 0.0 0.0
H 0.476344 2.256147 0.089931 0.0 0.0 0.0
H 0.273258 3.758629 -2.057057 0.0 0.0 0.0
H 1.435665 4.322387 -0.837883 0.0 0.0 0.0
H -1.393117 5.311872 -1.360163 0.0 0.0 0.0
H -0.007439 6.231910 -0.733353 0.0 0.0 0.0
H -1.566118 5.497184 1.220609 0.0 0.0 0.0
N -2.399026 -0.098335 1.052193 -0.1 0.0 0.0
N -1.905033 0.376685 -0.214357 0.1 0.0 0.0
H -3.146031 0.525166 1.347758 0.0 0.0 0.0
H -1.648563 0.079925 1.715004 0.0 0.0 0.0
H -1.583639 1.349202 -0.161532 0.0 0.0 0.0
H -2.679917 0.354515 -0.874627 0.0 0.0 0.0
```
Positions in Å, forces in eV/Å.



Sequential energy above the lowest of the compared OMol25 structures with the same formula, charge and spin output: 38.32; 2681.02; 83.88 kJ/mol